Density functional theory data (the ωB97M-V functional and the def2-TZVPD basis) for a 5-piece molecular cluster, CH11NO5 overall at a distorted geometry.

Properties
Electronic energy, eV: -12943.308
Net charge: 0
SMILES string: NC=O.O.O.O.O
HOMO energy, Eh: -0.3504
LUMO level, eV: 0.3

XYZ file:
```
18
Properties=species:S:1:pos:R:3:forces:R:3
O -1.135387 -2.787636 -0.120901 0.20 0.04 -0.16
O -1.822853 1.832103 -1.666091 0.09 0.75 -0.52
O 0.397362 1.656157 1.599242 0.45 0.11 0.32
O 2.908045 -0.773664 -1.124196 -0.37 0.15 -0.12
O -2.493941 -0.150037 0.016566 -0.13 -0.65 -0.02
N 1.490819 -0.293131 1.285331 0.41 -0.47 0.87
C 1.215343 0.990640 0.988197 -0.86 0.48 -0.56
H -1.120654 -3.238976 -0.970394 -0.07 0.09 0.06
H -2.631809 1.969967 -2.171460 -0.11 -0.28 0.07
H 1.898399 -0.993698 0.684872 0.29 0.68 -0.19
H -1.414765 -1.875012 -0.302801 -0.20 -0.09 0.22
H -1.384021 2.690817 -1.744204 0.14 -0.27 0.26
H 1.397649 -0.527627 2.261301 -0.55 -0.21 -0.15
H 3.687287 -1.284955 -1.319608 0.50 -0.26 -0.07
H -2.810766 0.165058 0.865770 0.16 0.04 0.05
H 2.329766 -0.920137 -1.879528 -0.07 0.02 0.00
H -2.048692 0.586690 -0.414039 0.02 0.36 0.06
H 1.717091 1.447602 0.119300 0.10 -0.50 -0.12
```
Forces are in eV/Å.

Density functional theory data (the ωB97M-V functional and the def2-TZVPD basis) for C4H8O2 as an isolated structure.

Properties
Electronic energy, eV: -8370.858
Net charge: 0
HOMO energy, Eh: -0.3592
LUMO level, eV: 0.8

XYZ file:
```
14
Properties=species:S:1:pos:R:3:forces:R:3
O 0.535746 -1.342790 1.843963 -0.06 -0.08 0.18
O -0.066964 0.334309 -2.135587 -0.29 0.13 -0.26
C 0.114363 -0.078445 1.360168 -0.16 0.41 -0.33
C 0.104168 1.218829 -1.005989 0.07 0.32 0.07
C 0.346456 -0.015689 -0.139834 0.06 -0.01 0.05
C -0.528881 -0.672191 -1.204038 -0.15 -0.32 -0.01
H 0.912663 1.950647 -1.102138 -0.12 -0.15 -0.20
H -1.609766 -0.527992 -1.052199 0.13 -0.15 0.18
H 0.668098 0.734740 1.859896 -0.03 -0.15 -0.17
H -0.852388 1.730651 -0.818556 0.16 0.00 0.17
H -0.954070 0.082332 1.581465 0.16 -0.02 -0.14
H 0.301467 -1.396776 2.779781 0.10 -0.05 -0.25
H 1.345937 -0.311120 -0.479978 0.13 -0.14 0.87
H -0.316828 -1.706504 -1.486952 0.01 0.22 -0.17
```
Forces are in eV/Å.

Density functional theory data (the ωB97M-V functional and the def2-TZVPD basis) for an isolated ion of composition C12H20N3 and charge +1 at a distorted geometry.

Properties
Electronic energy, eV: -17226.251
Net charge: +1
Spin multiplicity: 3
<S²>: 2.012
HOMO energy (alpha / beta), Eh: -0.3975 / -0.4762
LUMO level (alpha / beta), eV: -2.8 / -4.7

XYZ file:
```
35
Properties=species:S:1:pos:R:3:forces:R:3
N 0.938202 2.826653 -1.997986 -1.84 -1.77 1.03
N -0.217877 2.403720 -2.560837 -0.95 0.12 -1.55
N -0.594148 -1.517447 -1.749657 -0.14 -1.80 2.75
C 1.422667 -2.239976 -0.440947 -1.96 0.75 -3.31
C 1.242747 2.016212 -0.954098 0.37 0.17 -1.18
C 0.361550 0.952935 -0.908454 -0.87 0.15 -0.33
C -0.604468 1.260313 -2.025000 2.96 0.54 2.98
C 1.094451 -0.708939 2.365713 1.76 1.04 0.03
C 0.242414 -0.084196 0.119934 -1.12 -1.36 -0.97
C 0.030590 -1.607723 -0.355236 2.23 3.59 0.93
C 0.060847 0.141278 1.591707 1.46 1.83 1.64
C 0.375512 1.635528 2.085467 -4.69 -0.93 -1.82
C -1.904389 -0.862979 -1.653256 3.61 1.87 -2.92
C -1.860432 0.449748 -2.316762 -0.76 3.09 -0.77
C -1.319165 -0.222431 2.149872 -0.70 -0.72 -0.74
H -0.493473 -2.121807 0.431195 -1.11 -0.33 -0.48
H -2.090693 0.476069 1.840044 0.04 0.47 0.48
H 0.536057 2.257483 1.248399 0.19 0.93 -0.68
H 1.294263 -0.287202 3.364845 0.05 0.11 -0.51
H -0.379980 -2.430971 -2.119143 -1.45 -1.09 -0.55
H 1.993140 -1.807734 0.260018 2.09 1.24 2.46
H 0.563854 -1.548330 2.605802 -0.71 -3.08 0.44
H -1.726554 -1.149970 1.797101 0.07 -0.92 -1.05
H 1.169157 1.626844 2.689997 3.08 0.16 2.24
H 1.342493 -3.245591 -0.276146 0.08 -2.78 0.36
H -2.742587 1.129772 -1.928802 1.39 -1.54 -1.29
H 1.283388 3.774585 -2.086379 -0.33 -0.22 -0.50
H -0.515485 2.049207 2.650872 1.05 -0.48 -0.63
H 0.122623 -1.024791 -2.227564 0.40 1.82 -0.83
H 2.095042 -0.958715 1.882334 -1.44 0.60 0.63
H -1.366298 -0.524865 3.193921 0.41 1.16 0.49
H -2.715855 -1.341432 -1.298691 -2.27 -1.79 1.15
H 2.163580 2.284682 -0.511786 0.61 -0.35 1.15
H -1.731518 0.464526 -3.470621 -1.33 -0.56 1.40
H 1.930344 -2.064454 -1.395855 -0.15 0.04 -0.06
```
Forces are in eV/Å.

Density functional theory data (the ωB97M-V functional and the def2-TZVPD basis) for a 9-piece molecular cluster, C19H54N2O9 overall at a distorted geometry.

Properties
Electronic energy, eV: -41982.600
Net charge: 0
SMILES string: CC1(C)CCCC(C)(C)N1O.CC1(C)CCCC(C)(C)N1O.CO.O.O.O.O.O.O
HOMO energy, Eh: -0.2968
LUMO level, eV: -0.4

XYZ file:
```
84
Properties=species:S:1:pos:R:3:forces:R:3
O 0.334727 -2.224360 2.216695 0.47 0.24 0.50
O -2.677153 -2.709750 -1.720025 -0.28 0.11 -0.57
O 0.075737 -5.434250 -3.414255 0.05 -0.52 0.12
O 1.453967 0.842770 -0.309055 -0.55 0.49 -0.32
O -2.320453 -0.217160 4.528555 -0.63 0.61 0.62
O 2.743447 -0.635520 1.747015 0.67 0.15 0.26
O 2.982217 -4.618000 -0.285235 0.04 0.21 0.05
O -0.213183 -2.613900 -4.563035 0.21 -0.01 0.07
O -0.555723 -3.207670 -0.307865 0.10 -0.43 0.46
N 2.377297 1.624170 -0.977625 3.33 0.92 -0.71
N -2.380473 -0.272440 3.132755 1.73 -0.45 -0.89
C 3.958147 3.583970 -2.550165 -0.80 -0.52 -1.37
C -4.874053 -0.540600 3.090745 -0.61 -0.42 1.60
C 2.628367 1.285920 -2.427985 -0.54 0.61 0.88
C 1.240617 3.857400 -0.486285 0.47 -0.70 -1.78
C 3.809907 3.773650 -1.099765 -0.80 -1.30 1.83
C 3.847927 2.098500 -2.927845 0.06 -0.59 -0.04
C -3.459983 -1.250940 1.098655 -0.67 -0.17 1.06
C 2.956387 2.953780 1.119595 0.49 -0.94 -0.82
C -2.001783 0.673140 0.967545 0.22 0.82 -0.98
C -3.239663 0.036410 0.332185 1.08 -0.29 1.09
C -3.329363 -2.536790 3.304135 -0.12 0.38 0.31
C -2.975143 2.159530 2.779505 -0.21 -0.64 0.53
C 2.911877 -0.229270 -2.649325 -0.84 1.11 0.14
C -0.596373 1.465960 2.843995 -0.20 -1.22 1.83
C -3.492953 -1.085810 2.673225 -0.65 -0.97 -0.39
C 0.419547 -2.479990 -0.986465 1.34 -0.01 -1.12
C -2.019803 0.999930 2.498655 -0.18 0.20 -2.15
C 2.565287 2.994770 -0.410605 0.11 0.81 1.12
C 1.428327 1.709040 -3.300375 -0.35 0.19 0.77
H -5.688353 -0.730950 2.391625 0.22 0.25 -0.26
H 2.279327 2.391910 1.763025 -0.35 0.19 -0.20
H 4.730297 3.369130 -0.678635 -0.11 -0.21 0.53
H 2.165397 -0.870470 -2.180575 0.13 0.17 0.38
H 4.763017 1.576180 -2.648765 0.10 0.05 0.42
H -0.656703 -2.748710 -5.400495 -0.06 -0.09 -0.30
H -4.054523 0.760230 0.346355 -0.35 -0.29 0.24
H -2.961563 -1.973490 -2.261565 -0.05 0.32 -0.06
H 3.919017 -0.490560 -2.324515 -0.14 -0.17 -0.22
H 4.940107 3.918210 -2.885035 -0.08 0.25 -0.08
H 1.490357 2.777600 -3.506355 0.09 -0.04 -0.46
H -0.030673 0.592810 3.169075 0.45 -0.23 -0.69
H 0.381317 3.540680 0.104795 0.39 0.03 0.74
H -4.416373 -1.661060 0.774265 -0.14 -0.36 0.33
H 3.192697 4.171830 -3.056745 0.01 0.03 -0.40
H 2.609457 -0.049530 1.002105 -0.10 0.15 -0.18
H 0.509317 1.629060 -2.719755 -0.22 -0.41 -0.05
H 2.271437 -5.093080 -0.715725 -0.30 -0.17 -0.09
H -5.177283 -1.071870 3.992905 -0.09 -0.50 0.06
H -3.423313 -3.309300 -1.719095 -0.18 -0.33 0.13
H -3.925253 1.967500 2.281005 0.01 0.54 -0.13
H 1.268727 -3.064920 -1.339815 0.23 -0.49 0.69
H 0.821327 -1.662310 -0.388055 -0.18 0.29 -0.29
H 3.776327 4.812660 -0.771995 -0.20 0.06 -0.15
H 3.903547 2.423100 1.216415 0.12 -0.08 -0.06
H -1.854043 1.576430 0.375645 0.20 0.69 0.42
H -1.431513 -0.493240 4.763455 0.14 -0.15 -0.05
H -4.245603 -3.123920 3.241665 -0.12 0.10 -0.55
H -3.145243 -2.541410 4.378455 -0.09 0.71 0.12
H -0.433333 -1.901780 2.688155 -0.38 0.28 0.12
H 3.760787 -5.149840 -0.450195 0.23 -0.11 0.00
H 3.135347 3.946510 1.532585 -0.33 0.15 -0.20
H 0.743537 -4.838480 -3.753855 0.07 0.29 -0.13
H -0.874583 -2.205980 -4.004115 -0.12 0.14 0.20
H 0.687107 1.420280 -0.312975 -0.95 -0.31 0.26
H 2.693757 -0.343760 -3.711125 0.83 -0.44 -0.15
H 3.811827 1.962110 -4.008675 0.05 0.28 -0.22
H -2.501803 -3.148640 2.945135 0.04 0.27 -0.68
H -3.173023 2.162220 3.851385 -0.05 0.11 0.13
H -4.941213 0.452840 3.534215 0.41 0.40 -0.86
H 1.427697 4.928890 -0.415545 -0.02 -0.11 0.47
H 1.337197 1.100280 -4.199935 -0.01 0.30 -0.10
H 0.022497 -2.221690 -1.968165 -0.19 1.03 0.03
H -0.035413 2.034710 2.102405 -0.39 -0.06 -0.05
H -1.318313 -2.977710 -0.843745 -0.75 -0.45 0.59
H -0.650353 -4.863100 -3.163655 -0.08 0.21 0.06
H -3.053423 -0.200830 -0.715255 0.13 0.12 -0.08
H 0.856787 3.701880 -1.494545 -0.03 0.28 -0.37
H -1.112703 0.098700 0.707405 0.05 -0.52 0.37
H -0.020703 -2.618550 1.420125 -0.32 -0.43 -0.58
H -2.504533 3.114120 2.544125 -0.27 -0.03 -0.34
H 1.888637 -1.042060 1.889345 -0.48 -0.43 0.13
H -0.642093 1.985110 3.801325 -0.01 0.69 -0.15
H -2.712593 -2.020250 0.904555 0.27 0.36 -0.38
```
Forces are in eV/Å.

Density functional theory data (the ωB97M-V functional and the def2-TZVPD basis) for one molecule with the formula C6H7NO at a distorted geometry.

Properties
Electronic energy, eV: -9867.131
Net charge: 0
SMILES string: C1=C[C@H]2N[C@H]2[C@@H]2O[C@@H]12
HOMO energy, Eh: -0.3157
LUMO level, eV: 0.9

XYZ file:
```
15
Properties=species:S:1:pos:R:3:forces:R:3
O 2.184430 -1.096627 -0.168545 0.70 -0.25 0.64
N -1.533683 -0.887754 -0.524374 -2.12 0.09 -2.41
C -0.340286 1.395777 -0.267935 2.52 -2.36 1.44
C -1.142565 0.171309 0.359563 -0.19 2.30 -0.01
C 1.061111 1.337232 -0.212491 -2.16 2.20 -0.74
C 1.565897 0.059268 0.367963 -1.53 0.41 -0.98
C -0.428978 -1.180839 0.249329 -0.41 -1.49 3.08
C 0.834613 -0.965106 -0.477551 0.39 0.79 -0.40
H -2.442766 -1.348538 -0.470648 0.62 0.18 0.52
H 1.655589 2.260489 -0.411154 -0.42 -0.89 -0.03
H -0.946735 2.227225 -0.544797 0.07 0.73 -0.18
H 1.254985 0.064515 1.417482 0.82 -0.78 -0.05
H -0.466018 -1.916109 1.087372 -0.08 0.66 -0.57
H 0.626995 -0.747452 -1.540069 0.35 0.02 0.63
H -1.882585 0.626610 1.135853 1.44 -1.62 -0.93
```
Forces are in eV/Å.

Density functional theory data (the ωB97M-V functional and the def2-TZVPD basis) for CCl2Na7O11 as an isolated structure at a distorted geometry.

Properties
Electronic energy, eV: -79458.695
Net charge: +3
HOMO energy, Eh: -0.6782
LUMO level, eV: -14.2

XYZ file:
```
21
Properties=species:S:1:pos:R:3:forces:R:3
Cl -11.615900 -13.277980 -21.895750 0.99 7.11 -4.08
Cl -15.500250 -16.528300 -18.731870 -6.46 3.30 -4.29
Na -13.486630 -15.133330 -20.938940 -9.74 5.03 1.03
Na -12.796450 -16.842800 -22.327710 -2.69 -1.01 -4.52
Na -13.379600 -17.619950 -18.706100 -2.33 -3.30 8.89
Na -10.656010 -15.078090 -19.709650 3.76 -1.97 9.16
Na -10.275730 -16.383230 -21.808020 4.36 1.80 -5.23
Na -11.507870 -18.747330 -20.307470 -5.03 -14.26 -1.03
Na -9.687750 -17.576580 -19.457440 13.40 -3.35 8.18
O -13.122770 -17.047730 -20.268410 7.66 -4.52 -6.54
O -11.865610 -15.591480 -21.081610 3.14 -3.71 -1.71
O -10.907810 -13.946840 -20.847230 1.20 8.59 -2.54
O -14.937580 -15.932060 -17.638020 4.53 0.98 4.00
O -14.703350 -16.387010 -19.965720 -5.63 1.60 2.36
O -10.994710 -17.238560 -20.253250 2.59 6.63 0.02
O -15.604510 -17.935700 -18.521260 -0.37 -0.86 -0.05
O -12.968010 -13.600890 -22.123880 -3.02 -1.34 1.22
O -16.562850 -15.674100 -19.089880 -2.66 -1.50 0.66
O -11.571720 -11.881590 -21.703760 0.64 -0.70 0.55
O -11.002670 -13.726610 -23.075570 2.30 -1.46 -1.77
C -11.993990 -16.603960 -20.383950 -6.63 2.95 -4.31
```
Forces are in eV/Å.